{
  "formula": "C11H17N5O4",
  "method": "the ωB97M-V functional and the def2-TZVPD basis",
  "symbols": ["C", "C", "C", "C", "C", "C", "C", "C", "C", "C", "C", "H", "H", "H", "H", "H", "H", "H", "H", "H", "H", "H", "H", "H", "H", "H", "H", "H", "N", "N", "N", "N", "N", "O", "O", "O", "O"],
  "xyz": [[-2.60, 2.05, 0.27], [-1.18, 1.53, -0.18], [-3.62, 0.91, 0.37], [-3.61, -0.35, -0.52], [-3.29, -1.62, 0.15], [0.65, -0.06, -0.13], [1.06, -1.51, -0.15], [1.82, 0.79, 0.67], [3.25, 0.45, 0.21], [3.77, 0.11, -0.95], [5.30, 0.21, 0.53], [-2.53, 3.96, -0.10], [-4.06, 3.26, -0.35], [-2.39, 2.43, 1.31], [-4.71, 1.07, 0.38], [-3.59, 0.49, 1.37], [-4.61, -0.46, -1.00], [-2.77, -0.31, -1.28], [-4.20, -2.95, -1.14], [-3.55, -3.59, 0.36], [-1.54, -0.31, 0.50], [0.81, 0.40, -1.07], [1.51, 1.84, 0.44], [1.74, 0.54, 1.69], [3.38, -0.06, -1.95], [6.31, 0.37, 0.87], [5.81, -0.17, -1.34], [0.27, -3.16, -0.21], [-3.05, 3.15, -0.44], [-3.75, -2.82, -0.28], [-0.78, 0.27, 0.11], [4.29, 0.76, 1.12], [5.04, -0.19, -0.67], [-0.47, 2.47, -0.62], [-2.53, -1.52, 1.13], [2.13, -2.02, -0.26], [-0.04, -2.25, -0.12]],
  "lowdin_charge": [-0.351, -0.396, -0.129, -0.119, -0.532, -0.133, -0.500, -0.013, -0.286, -0.112, -0.266, 0.096, 0.087, 0.159, 0.117, 0.107, 0.124, 0.152, 0.089, 0.128, 0.077, 0.130, 0.112, 0.094, 0.136, 0.119, 0.169, 0.132, 0.037, 0.190, 0.134, 0.130, 0.042, 0.017, 0.001, 0.135, 0.121],
  "orbital_gap_ev": 8.67,
  "homo_ev": -8.22,
  "spin_multiplicity": 1,
  "smiles": "NC(=O)CC[C@H](N)C(=O)N[C@@H](Cc1c[nH]cn1)C(=O)O"
}



{
  "formula": "C9H14FN2O2S",
  "method": "the ωB97M-V functional and the def2-TZVPD basis",
  "symbols": ["F", "N", "C", "C", "C", "C", "C", "N", "H", "H", "H", "H", "H", "H", "C", "C", "C", "S", "O", "O", "C", "H", "H", "H", "H", "H", "H", "H", "H"],
  "xyz": [[2.07, 0.61, -1.50], [1.70, 1.72, -2.21], [0.19, 1.87, -2.02], [-0.31, 3.32, -2.04], [-1.85, 3.51, -1.80], [-2.57, 2.14, -1.58], [-1.89, 0.75, -1.63], [-0.49, 0.65, -1.86], [2.16, 2.54, -1.77], [1.95, 1.61, -3.21], [0.38, 4.23, -2.22], [-2.37, 4.52, -1.76], [-3.70, 2.16, -1.39], [-2.48, -0.22, -1.47], [1.56, -1.35, 1.39], [1.31, -1.97, 2.77], [-0.21, -2.09, 2.94], [-0.89, -2.26, 1.29], [-1.69, -1.10, 1.00], [-1.39, -3.61, 1.12], [0.66, -2.11, 0.42], [2.61, -1.43, 1.10], [1.29, -0.29, 1.40], [1.76, -2.96, 2.81], [1.75, -1.37, 3.57], [-0.48, -2.97, 3.53], [-0.63, -1.19, 3.39], [0.51, -1.59, -0.52], [1.04, -3.12, 0.24]],
  "lowdin_charge": [0.060, 0.144, -0.212, 0.028, 0.025, 0.009, -0.042, 0.089, 0.203, 0.218, 0.116, 0.115, 0.115, 0.136, -0.236, -0.212, -0.218, 0.670, -0.341, -0.311, -0.240, 0.116, 0.112, 0.123, 0.119, 0.110, 0.108, 0.078, 0.114],
  "charge": 1,
  "orbital_gap_ev": 8.42,
  "homo_ev": -12.72,
  "spin_multiplicity": 1
}



{
  "formula": "C2H6N2O2",
  "method": "the ωB97M-V functional and the def2-TZVPD basis",
  "symbols": ["C", "N", "C", "O", "O", "N", "H", "H", "H", "H", "H", "H"],
  "xyz": [[0.56, 1.09, -1.02], [-0.42, -0.62, 2.12], [-0.36, -1.08, 0.82], [-0.33, -0.82, -1.45], [-0.11, 1.58, -2.04], [-0.48, -0.31, -0.19], [-0.37, 0.81, -2.58], [0.09, -1.17, 2.80], [-0.29, 0.37, 2.23], [1.49, 0.57, -1.20], [0.54, 1.75, -0.16], [-0.32, -2.16, 0.66]],
  "lowdin_charge": [-0.080, 0.067, -0.221, -0.295, 0.024, -0.130, 0.119, 0.081, 0.083, 0.118, 0.101, 0.133],
  "orbital_gap_ev": [7.94, 7.94],
  "homo_ev": [-7.57, -7.58],
  "spin_multiplicity": 1
}



> What is the formula in the third record?

C2H6N2O2



Please write out number 1 again, unchanged.
{
  "formula": "C11H17N5O4",
  "method": "the ωB97M-V functional and the def2-TZVPD basis",
  "symbols": ["C", "C", "C", "C", "C", "C", "C", "C", "C", "C", "C", "H", "H", "H", "H", "H", "H", "H", "H", "H", "H", "H", "H", "H", "H", "H", "H", "H", "N", "N", "N", "N", "N", "O", "O", "O", "O"],
  "xyz": [[-2.60, 2.05, 0.27], [-1.18, 1.53, -0.18], [-3.62, 0.91, 0.37], [-3.61, -0.35, -0.52], [-3.29, -1.62, 0.15], [0.65, -0.06, -0.13], [1.06, -1.51, -0.15], [1.82, 0.79, 0.67], [3.25, 0.45, 0.21], [3.77, 0.11, -0.95], [5.30, 0.21, 0.53], [-2.53, 3.96, -0.10], [-4.06, 3.26, -0.35], [-2.39, 2.43, 1.31], [-4.71, 1.07, 0.38], [-3.59, 0.49, 1.37], [-4.61, -0.46, -1.00], [-2.77, -0.31, -1.28], [-4.20, -2.95, -1.14], [-3.55, -3.59, 0.36], [-1.54, -0.31, 0.50], [0.81, 0.40, -1.07], [1.51, 1.84, 0.44], [1.74, 0.54, 1.69], [3.38, -0.06, -1.95], [6.31, 0.37, 0.87], [5.81, -0.17, -1.34], [0.27, -3.16, -0.21], [-3.05, 3.15, -0.44], [-3.75, -2.82, -0.28], [-0.78, 0.27, 0.11], [4.29, 0.76, 1.12], [5.04, -0.19, -0.67], [-0.47, 2.47, -0.62], [-2.53, -1.52, 1.13], [2.13, -2.02, -0.26], [-0.04, -2.25, -0.12]],
  "lowdin_charge": [-0.351, -0.396, -0.129, -0.119, -0.532, -0.133, -0.500, -0.013, -0.286, -0.112, -0.266, 0.096, 0.087, 0.159, 0.117, 0.107, 0.124, 0.152, 0.089, 0.128, 0.077, 0.130, 0.112, 0.094, 0.136, 0.119, 0.169, 0.132, 0.037, 0.190, 0.134, 0.130, 0.042, 0.017, 0.001, 0.135, 0.121],
  "orbital_gap_ev": 8.67,
  "homo_ev": -8.22,
  "spin_multiplicity": 1,
  "smiles": "NC(=O)CC[C@H](N)C(=O)N[C@@H](Cc1c[nH]cn1)C(=O)O"
}